Here is C20H23IN2O4S4V as an isolated structure at a distorted geometry from the Open Molecules 2025 dataset. Energies are from ωB97M-V/def2-TZVPD.

Results
Total energy: -109408.6167 eV
Strongest force on any atom: 9.18 eV Å⁻¹
LUMO energy (spin up / spin down): -0.7 / -0.7 eV
HOMO (spin up / spin down): -6.788 / -6.740 eV
Expectation value of S²: 0.778
Kohn-Sham gap (spin up / spin down): 6.04 / 6.04 eV

```
! wB97M-V def2-TZVPD RIJCOSX def2/J DEFGRID3
* xyz 0 2
V 0.206 1.167 -0.470
C 1.277 2.023 2.600
C 0.153 1.285 3.276
S -0.486 0.046 2.115
C 0.897 -1.137 2.138
C 0.483 -2.409 1.433
S 0.151 -2.121 -0.336
C 2.567 -2.181 -0.514
C 3.214 -0.690 -1.792
S 2.074 2.626 -1.804
C 2.882 3.064 -0.236
C 1.980 3.900 0.651
S 0.531 2.976 1.240
H 1.993 1.320 2.175
H 1.789 2.716 3.269
H -0.685 1.950 3.492
H 0.482 0.813 4.203
H 1.161 -1.325 3.185
H 1.738 -0.686 1.612
H -0.418 -2.824 1.889
H 1.291 -3.139 1.520
H 2.058 -3.124 -0.697
H 2.839 -2.100 0.540
H 3.154 -0.572 -2.875
H 3.800 0.124 -1.360
H 3.775 3.644 -0.480
H 3.185 2.142 0.266
H 1.564 4.737 0.091
H 2.505 4.284 1.529
O -2.884 1.818 -2.666
C -1.886 1.379 -2.183
O -1.142 1.917 -1.230
C -1.222 0.079 -2.603
C -1.521 -0.812 -3.607
C -0.666 -1.903 -3.776
C 0.467 -2.060 -2.983
C 0.698 -1.121 -1.996
N -0.158 -0.118 -1.825
C 1.862 -0.922 -1.051
O 3.694 -1.971 -1.387
O 1.447 0.083 -0.190
H -2.390 -0.663 -4.231
H -0.882 -2.634 -4.543
H 1.146 -2.887 -3.133
I -5.036 1.495 3.208
C -4.252 0.216 1.738
C -4.732 -1.075 1.596
C -4.156 -1.878 0.626
C -3.119 -1.363 -0.137
N -2.671 -0.120 0.000
C -3.236 0.662 0.913
H -5.531 -1.443 2.225
H -4.504 -2.890 0.472
H -2.622 -1.974 -0.879
H -2.864 1.679 0.985
*
```